Record 1
Density functional theory data (ωB97M-V/def2-TZVPD) for a molecular structure, C26H43AsN4O6S2W.

Summary:
DFT total energy, hartree: -4784.7141
Net charge: +4
F_max, eV/Å: 5.00
LUMO, hartree: -0.5533
E_HOMO, eV: -19.73
Spin multiplicity: 1
ΔE to the lowest compared entry with this formula, charge and spin, kcal/mol: 58.7
Gap between HOMO and LUMO, eV: 4.68

Geometry (Å):
W1 -0.01 0.06 0.59
O1 -0.83 -1.16 2.66
C1 0.05 -1.29 3.83
C2 1.38 -1.89 3.38
N1 1.92 -1.08 2.26
C3 2.64 -1.91 1.27
C4 1.71 -2.06 0.08
O2 2.02 -2.35 -1.04
O3 0.45 -1.74 0.40
C5 2.74 0.07 2.66
C6 2.57 1.05 1.50
O4 3.43 1.54 0.84
O5 1.26 1.22 1.24
H1 -1.38 -1.98 2.66
H2 -0.42 -1.93 4.58
H3 0.17 -0.29 4.23
H4 1.21 -2.91 3.03
H5 2.08 -1.93 4.23
H6 2.92 -2.90 1.65
H7 3.57 -1.44 0.94
H8 3.80 -0.18 2.82
H9 2.36 0.52 3.58
C7 0.33 2.31 4.28
C8 -0.92 1.87 3.60
N2 -1.00 1.52 2.31
C9 -2.33 1.55 1.89
C10 -3.24 1.73 2.90
S1 -2.44 1.97 4.40
C11 -2.49 1.90 0.48
C12 -3.45 2.74 0.01
S2 -3.14 3.20 -1.60
C13 -1.71 2.25 -1.58
N3 -1.45 1.63 -0.42
C14 -0.90 2.16 -2.81
H10 1.13 2.47 3.55
H11 0.65 1.64 5.08
H12 0.14 3.27 4.77
H13 -4.31 1.75 2.84
H14 -4.30 3.12 0.55
H15 -0.36 3.11 -2.96
H16 -1.55 2.04 -3.68
H17 -0.18 1.34 -2.78
C15 -5.14 -1.13 0.01
C16 -3.97 -0.82 -0.92
As1 -2.10 -1.23 -0.15
C17 -1.30 -1.48 -2.01
C18 -1.68 -2.78 -2.73
C19 -2.50 -3.19 0.28
C20 -3.02 -3.45 1.70
H18 -6.07 -0.79 -0.45
H19 -5.03 -0.64 0.97
H20 -5.23 -2.20 0.16
H21 -3.99 0.23 -1.22
H22 -4.07 -1.43 -1.84
H23 -0.20 -1.43 -1.94
H24 -1.66 -0.63 -2.62
H25 -1.24 -3.66 -2.25
H26 -1.30 -2.75 -3.75
H27 -2.76 -2.91 -2.79
H28 -1.59 -3.78 0.09
H29 -3.26 -3.51 -0.46
H30 -2.21 -3.63 2.41
H31 -3.61 -4.37 1.69
H32 -3.67 -2.65 2.05
O6 1.11 0.27 -1.06
C21 2.10 0.71 -1.85
C22 2.31 2.19 -1.91
C23 3.79 2.58 -2.05
C24 4.24 2.58 -3.51
C25 3.75 1.36 -4.29
C26 3.87 0.07 -3.49
N4 2.80 -0.15 -2.52
H33 1.85 2.63 -1.02
H34 1.80 2.60 -2.79
H35 4.41 1.92 -1.45
H36 3.92 3.58 -1.64
H37 5.33 2.61 -3.53
H38 3.88 3.48 -4.01
H39 4.36 1.25 -5.19
H40 2.72 1.48 -4.63
H41 4.83 0.04 -2.97
H42 3.83 -0.79 -4.17
H43 2.62 -1.14 -2.35

Here are the Löwdin charges for atoms 1 to 6, given in e: atom 1 (W): 1.98, atom 2 (O): -0.19, atom 3 (C): -0.11, atom 4 (C): -0.09, atom 5 (N): -0.15, atom 6 (C): 0.00

Record 2
Density functional theory data (ωB97M-V/def2-TZVPD) for a molecular structure, C13H19ClFeOSi.

Summary:
DFT total energy, hartree: -2595.4227
Net charge: -2
F_max, eV/Å: 3.39
LUMO (alpha / beta), hartree: 0.2015 / 0.2013
Expectation value of S²: 6.021
E_HOMO (alpha / beta), eV: 0.42 / 0.47
Spin multiplicity: 5
ΔE to the lowest compared entry with this formula, charge and spin, kcal/mol: 21.9
Gap between HOMO and LUMO (alpha / beta), eV: 5.06 / 5.01

Geometry (Å):
C1 -2.30 -0.99 -1.22
C2 -1.63 -1.15 -2.50
C3 -1.40 0.13 -3.06
H1 -1.48 -2.11 -2.98
C4 -1.79 1.12 -2.10
C5 -2.27 0.47 -0.94
H2 -2.71 0.91 -0.06
H3 -2.68 -1.75 -0.56
H4 -1.06 0.33 -4.07
H5 -1.78 2.19 -2.26
Fe1 -0.45 -0.72 -0.53
Cl1 0.14 -2.70 -0.13
C6 2.39 0.13 -0.92
C7 1.98 1.36 -1.50
C8 1.58 1.11 -2.86
H6 1.97 2.34 -1.00
C9 1.71 -0.31 -3.10
C10 2.22 -0.91 -1.90
H7 2.39 -1.98 -1.73
H8 2.74 -0.03 0.11
H9 1.22 1.85 -3.57
H10 1.43 -0.84 -4.01
C11 1.48 -0.80 2.92
Si1 -0.03 0.21 2.37
C12 -1.51 -0.83 2.96
C13 -0.01 1.86 3.23
O1 -0.06 0.50 0.80
H11 1.49 -0.84 4.03
H12 2.42 -0.33 2.59
H13 1.45 -1.82 2.52
H14 -1.50 -0.87 4.07
H15 -2.47 -0.37 2.65
H16 -1.47 -1.84 2.56
H17 0.90 2.45 2.93
H18 -0.90 2.47 2.94
H19 0.00 1.77 4.33

Here are the natural (NBO) charges for atoms 1 to 6, given in e: atom 1 (C): -0.49, atom 2 (C): -0.38, atom 3 (C): -0.28, atom 4 (H): 0.21, atom 5 (C): -0.32, atom 6 (C): -0.38

Record 3
Density functional theory data (ωB97M-V/def2-TZVPD) for a molecular structure, C7H13N2O2.

Summary:
DFT total energy, hartree: -534.1904
Net charge: +1
F_max, eV/Å: 5.39
LUMO, hartree: -0.1418
E_HOMO, eV: -12.90
Spin multiplicity: 1
ΔE to the lowest compared entry with this formula, charge and spin, kcal/mol: 58.3
Gap between HOMO and LUMO, eV: 9.04

Geometry (Å):
C1 0.80 0.33 1.37
C2 1.15 1.06 0.28
C3 -1.23 -0.78 0.51
C4 -0.27 -0.65 1.47
C5 0.32 0.97 -0.88
C6 -1.25 -0.14 -0.74
C7 -0.39 -1.58 2.67
N1 -0.04 2.09 -1.53
N2 1.35 -0.10 -1.88
O1 -2.31 0.83 -0.91
O2 -1.15 -0.96 -1.82
H1 1.49 0.47 2.21
H2 2.08 1.63 0.33
H3 -2.00 -1.57 0.84
H4 -1.44 -1.41 2.96
H5 0.44 -1.17 3.32
H6 -0.16 -2.61 2.43
H7 -0.70 2.06 -2.28
H8 0.43 2.96 -1.48
H9 0.54 -0.70 -2.14
H10 1.82 -0.48 -1.04
H11 2.02 0.15 -2.63
H12 -2.52 1.20 -0.03
H13 -1.99 -0.93 -2.32

Here are the natural (NBO) charges for atoms 1 to 6, given in e: atom 1 (C): -0.15, atom 2 (C): -0.30, atom 3 (C): -0.30, atom 4 (C): 0.03, atom 5 (C): 0.31, atom 6 (C): 0.55

Record 4
Density functional theory data (ωB97M-V/def2-TZVPD) for a single C2H4FPS molecule.

Summary:
DFT total energy, hartree: -917.9301
F_max, eV/Å: 3.87
LUMO, hartree: 0.0084
E_HOMO, eV: -8.36
Spin multiplicity: 1
ΔE to the lowest compared entry with this formula, charge and spin, kcal/mol: 18.7
Gap between HOMO and LUMO, eV: 8.59

Geometry (Å):
H1 -2.66 1.70 -0.26
P1 -2.81 0.40 -0.16
C1 -1.20 -0.10 0.10
F1 -0.88 -1.35 0.37
S1 0.24 0.99 0.09
C2 1.68 -0.18 -0.04
H2 1.40 -0.69 -0.93
H3 1.62 -1.04 0.66
H4 2.62 0.26 0.17

Here are the natural (NBO) charges for atoms 1 to 6, given in e: atom 1 (H): -0.04, atom 2 (P): 0.27, atom 3 (C): -0.08, atom 4 (F): -0.33, atom 5 (S): 0.21, atom 6 (C): -0.73

Record 5
Density functional theory data (ωB97M-V/def2-TZVPD) for a molecular structure, C33H34ClN6O5Ta.

Summary:
DFT total energy, hartree: -2498.5572
Net charge: +4
F_max, eV/Å: 2.61
LUMO, hartree: -0.4979
E_HOMO, eV: -18.33
Spin multiplicity: 1
ΔE to the lowest compared entry with this formula, charge and spin, kcal/mol: 66.4
Gap between HOMO and LUMO, eV: 4.78

Geometry (Å):
Ta1 -0.19 0.00 0.14
C1 -3.73 -2.48 -1.82
O1 -3.72 -2.65 -0.40
C2 -2.73 -1.99 0.09
N1 -1.96 -1.35 -0.75
C3 -2.62 -1.43 -2.08
C4 -1.74 -1.76 -3.26
C5 -1.65 -0.84 -4.31
C6 -1.00 -1.19 -5.48
C7 -0.42 -2.44 -5.62
C8 -0.48 -3.34 -4.57
C9 -1.14 -3.01 -3.40
C10 -2.63 -1.77 1.54
C11 -3.40 -2.42 2.51
C12 -3.41 -1.90 3.80
C13 -2.69 -0.75 4.09
C14 -1.92 -0.19 3.06
N2 -1.89 -0.71 1.84
C15 -1.24 1.11 3.13
N3 -0.51 1.55 2.15
C16 -0.27 2.99 2.43
C17 -0.89 3.17 3.84
O2 -1.50 1.91 4.12
C18 1.16 3.48 2.43
C19 2.27 2.64 2.43
C20 3.54 3.18 2.56
C21 3.71 4.55 2.72
C22 2.61 5.39 2.70
C23 1.34 4.86 2.55
H1 -4.72 -2.16 -2.13
H2 -3.51 -3.45 -2.29
H3 -3.06 -0.44 -2.25
H4 -2.15 0.11 -4.24
H5 -0.97 -0.49 -6.31
H6 0.06 -2.72 -6.54
H7 -0.05 -4.32 -4.67
H8 -1.22 -3.74 -2.60
H9 -4.01 -3.28 2.25
H10 -4.01 -2.37 4.57
H11 -2.76 -0.27 5.06
H12 -0.84 3.54 1.67
H13 -1.65 3.95 3.90
H14 -0.14 3.36 4.62
H15 2.13 1.58 2.31
H16 4.40 2.54 2.55
H17 4.70 4.96 2.87
H18 2.74 6.46 2.82
H19 0.48 5.51 2.54
N4 -2.56 3.04 -2.02
C24 -1.61 2.31 -1.49
O3 -1.87 1.39 -0.66
C25 -0.18 2.53 -1.91
C26 0.77 1.89 -0.89
H20 -3.53 2.90 -1.77
H21 -2.38 3.78 -2.69
H22 0.03 3.59 -2.03
H23 -0.06 2.07 -2.90
H24 0.96 2.62 -0.10
H25 1.74 1.71 -1.36
Cl1 2.86 -1.15 -4.97
C27 2.24 -1.82 -3.54
C28 2.39 -3.17 -3.22
C29 1.81 -3.65 -2.06
C30 1.11 -2.78 -1.23
N5 1.00 -1.47 -1.50
C31 1.54 -1.01 -2.63
H26 2.95 -3.82 -3.88
H27 1.88 -4.69 -1.80
H28 0.64 -3.13 -0.32
H29 1.43 0.04 -2.85
N6 4.18 -1.27 2.75
C32 2.84 -1.88 2.88
C33 1.82 -1.31 1.87
O4 0.69 -1.82 1.78
O5 2.13 -0.31 1.18
H30 4.72 -1.38 3.62
H31 4.09 -0.26 2.54
H32 4.74 -1.70 2.00
H33 2.44 -1.68 3.88
H34 2.88 -2.96 2.76

Here are the Löwdin charges for atoms 1 to 6, given in e: atom 1 (Ta): 2.22, atom 2 (C): 0.01, atom 3 (O): 0.12, atom 4 (C): -0.29, atom 5 (N): 0.04, atom 6 (C): -0.21

Record 6
Density functional theory data (ωB97M-V/def2-TZVPD) for 2 unconnected molecules or ions with the total composition C2H10N2.

Summary:
DFT total energy, hartree: -191.6501
F_max, eV/Å: 2.53
LUMO, hartree: 0.0336
E_HOMO, eV: -8.79
Spin multiplicity: 1
ΔE to the lowest compared entry with this formula, charge and spin, kcal/mol: 29.7
Gap between HOMO and LUMO, eV: 9.71

Geometry (Å):
C1 1.84 0.51 2.41
N1 2.03 -0.34 1.24
H1 2.67 1.17 2.43
H2 1.75 0.04 3.42
H3 0.94 1.11 2.33
H4 1.26 -1.03 1.32
H5 2.02 0.24 0.38
C2 -2.07 -0.51 -1.55
N2 -1.33 0.13 -2.61
H6 -2.90 -1.30 -1.76
H7 -2.78 0.14 -0.99
H8 -1.42 -0.92 -0.81
H9 -0.48 -0.27 -2.98
H10 -1.52 1.03 -2.84

Here are the natural (NBO) charges for atoms 1 to 6, given in e: atom 1 (C): -0.41, atom 2 (N): -0.84, atom 3 (H): 0.19, atom 4 (H): 0.19, atom 5 (H): 0.16, atom 6 (H): 0.35